(1)
Entry from the OMol25 dataset: a molecular structure, C5H8N2O (ωB97M-V with the def2-TZVPD basis set).

XYZ file:
```
16
Properties=species:S:1:pos:R:3:forces:R:3
C -2.40151 -0.23399 0.08460 1.963 0.237 4.143
C 0.66896 -1.16949 -0.12040 0.181 -0.458 2.469
C 2.09469 -0.57992 -0.13962 -0.499 -3.748 -2.686
C 2.01352 0.66782 0.27096 5.511 0.989 -0.979
C 0.68784 1.20250 0.21761 -1.953 3.884 -0.019
H -2.57061 -1.36446 0.10530 0.601 1.423 -1.062
H -3.17112 0.36980 -0.47998 0.538 -0.819 1.268
H -2.11066 -0.13609 1.45498 -2.019 0.286 -3.816
H 0.40405 -1.94621 0.69683 1.205 0.746 -1.483
H 0.37394 -1.62127 -1.10815 -0.448 1.261 0.847
H 2.99712 -1.13461 -0.88666 -2.482 1.726 3.215
H 3.08046 1.00665 0.27859 -1.536 1.529 0.149
H -0.99409 2.17195 -0.36322 4.033 0.393 0.939
N -0.06911 0.07700 0.54818 -1.698 -1.917 -3.784
N 0.13248 2.33766 -0.19887 0.002 -2.572 0.789
O -1.13597 0.35267 -0.36015 -3.400 -2.960 0.009
```
Positions in Å, forces in eV/Å.

Its HOMO-LUMO gap is 9.97 eV. The calculation puts the largest force on an atom at 0.11055 hartree/bohr. Its charge is 0. The calculation puts the highest occupied orbital energy at -9.40 eV. The spin multiplicity is 1. Its calculated total energy is -10334.98644 eV. The value obtained for the energy relative to the best compared isomer or geometry (same formula, charge and spin) is 746.8 kJ/mol.

Here are the Mulliken charges for atoms 1 to 4, given in e: atom 1 (C): -0.562, atom 2 (C): -0.337, atom 3 (C): -0.137, atom 4 (C): -0.310

(2)
Entry from the OMol25 dataset: C5H8N2O in the gas phase (ωB97M-V with the def2-TZVPD basis set).

XYZ file:
```
16
Properties=species:S:1:pos:R:3:forces:R:3
C -1.36585 -0.90640 0.43483 2.132 -3.323 -2.405
C -1.56241 0.48186 0.07680 -2.435 1.046 -2.544
C -0.24467 0.88671 -0.24945 3.972 -0.160 -1.039
C 2.01876 0.35018 -0.64316 -2.202 -5.119 1.832
C 0.76055 0.10245 0.45669 4.299 5.401 3.173
H -1.57194 -1.37116 -0.53726 0.009 -1.110 0.465
H -1.86592 -1.45753 1.20584 -0.865 0.421 0.441
H -2.05843 0.53138 -0.96247 -0.535 0.582 2.273
H -1.91654 0.88629 0.96348 -1.367 2.179 1.014
H 2.99339 0.57053 -0.30055 0.919 -0.110 0.499
H 1.79180 -0.54765 -1.23557 1.836 -1.475 0.980
H 0.97291 0.62288 1.47902 0.374 -0.447 -1.364
H 0.15312 -1.49521 1.57929 1.090 -0.209 1.010
N 0.19775 1.19833 -1.37780 -1.747 3.122 -3.920
N 0.10325 -1.03747 0.71073 -2.274 -4.169 -0.567
O 1.59422 1.18480 -1.60042 -3.205 3.372 0.150
```
Positions in Å, forces in eV/Å.

The structure (SMILES) is C1CC2=NOC[C@@H]2N1. Its HOMO-LUMO gap is 9.36 eV. The calculation puts the largest force on an atom at 0.14775 hartree/bohr. Its charge is 0. The calculation puts the highest occupied orbital energy at -8.58 eV. The spin multiplicity is 1. Its calculated total energy is -10337.01678 eV. The value obtained for the energy relative to the best compared isomer or geometry (same formula, charge and spin) is 550.9 kJ/mol.

Here are the Mulliken charges for atoms 1 to 4, given in e: atom 1 (C): -0.724, atom 2 (C): -0.445, atom 3 (C): 0.405, atom 4 (C): -0.779

(3)
Entry from the OMol25 dataset: a molecular structure, C5H8N2O (ωB97M-V with the def2-TZVPD basis set).

XYZ file:
```
16
Properties=species:S:1:pos:R:3:forces:R:3
C 0.39468 0.49504 -0.06324 0.703 7.113 4.581
C 1.66853 -0.06983 0.70834 -0.567 0.622 -3.735
C 1.14464 -1.33953 0.11385 0.947 -4.072 -0.892
C 0.11710 -0.68132 -0.75054 -2.925 -1.501 -3.752
C -0.86546 0.67812 1.00059 -1.619 -2.931 -3.497
H -0.47392 2.59870 -0.42532 4.374 -3.729 -1.620
H 2.59349 -0.11486 0.16205 0.803 1.934 0.419
H 1.72287 0.03483 1.74199 0.192 0.235 1.566
H 1.88814 -1.75584 -0.76919 -1.390 -0.209 3.266
H 0.75626 -1.88056 1.02659 0.265 -0.942 -1.965
H 0.38828 -0.49092 -1.93580 -1.013 -1.140 2.944
H -1.98350 -1.02739 -1.24016 -0.515 -0.239 -0.906
H -0.82726 1.05505 2.07595 -0.403 0.004 -1.967
N -1.40912 -1.01825 -0.42873 1.725 2.366 0.041
N -1.92403 0.00571 0.40696 4.026 0.712 2.971
O 0.56385 1.77175 -0.81722 -4.601 1.777 2.546
```
Positions in Å, forces in eV/Å.

Its HOMO-LUMO gap is 9.18 eV. The calculation puts the largest force on an atom at 0.16510 hartree/bohr. Its charge is 0. The calculation puts the highest occupied orbital energy at -8.99 eV. The spin multiplicity is 1. Its calculated total energy is -10335.00262 eV. The value obtained for the energy relative to the best compared isomer or geometry (same formula, charge and spin) is 745.2 kJ/mol.

Here are the Mulliken charges for atoms 1 to 4, given in e: atom 1 (C): 1.204, atom 2 (C): -1.099, atom 3 (C): -0.405, atom 4 (C): -0.312

(4)
Entry from the OMol25 dataset: C5H8N2O in the gas phase (ωB97M-V with the def2-TZVPD basis set).

XYZ file:
```
16
Properties=species:S:1:pos:R:3:forces:R:3
C -0.95078 0.22018 -0.93062 -0.775 0.516 0.495
C 1.25982 -1.08209 1.66181 0.353 0.277 -0.128
C -0.42598 1.52933 -1.48863 0.290 -0.263 -0.224
C -0.72229 -0.13824 0.42233 -0.469 -0.497 -0.846
O -1.54625 -0.25704 1.47015 0.296 -0.141 -0.255
N 0.48299 -0.70365 0.49375 -0.049 -0.043 -0.315
C 0.88862 -0.76216 -0.86740 1.241 -0.154 0.868
N 1.78585 -0.97305 -1.59920 -0.827 0.067 0.229
H -2.37062 0.20521 1.27305 0.112 0.063 -0.048
H -1.92207 -0.06983 -1.32891 -0.159 0.122 0.139
H 1.75837 -2.02801 1.45447 -0.071 0.034 0.026
H 2.01632 -0.32401 1.87230 -0.007 -0.080 0.090
H 0.58593 -1.18119 2.51051 0.006 -0.004 -0.083
H 0.45622 1.87111 -0.94489 -0.030 0.043 0.007
H -0.11530 1.37380 -2.52382 0.039 0.077 -0.023
H -1.18083 2.31964 -1.47491 0.047 -0.016 0.067
```
Positions in Å, forces in eV/Å.

The structure (SMILES) is C/C=C(/O)N(C)C#N. Its HOMO-LUMO gap is 7.68 eV. The calculation puts the largest force on an atom at 0.02960 hartree/bohr. Its charge is 0. The calculation puts the highest occupied orbital energy at -7.48 eV. The spin multiplicity is 1. Its calculated total energy is -10339.00140 eV. The value obtained for the energy relative to the best compared isomer or geometry (same formula, charge and spin) is 359.4 kJ/mol.

Here are the Mulliken charges for atoms 1 to 4, given in e: atom 1 (C): -0.612, atom 2 (C): -0.900, atom 3 (C): -1.058, atom 4 (C): 0.606

(5)
Entry from the OMol25 dataset: C5H8N2O in the gas phase (ωB97M-V with the def2-TZVPD basis set).

XYZ file:
```
16
Properties=species:S:1:pos:R:3:forces:R:3
C -0.40218 -0.49476 1.81330 0.189 0.077 -0.067
C 0.19625 1.18695 -0.05256 -2.584 -2.102 0.900
C 0.27102 -0.27953 0.48365 2.812 1.418 2.207
C -0.35036 1.03443 -1.37798 -0.647 -0.822 -1.071
C 1.30392 -1.05051 0.09141 -0.960 0.148 0.133
O -0.74411 -0.57767 -2.91455 -0.946 0.684 0.017
N -0.65348 -0.21349 -1.57057 0.766 0.576 -1.767
N 0.14925 2.28634 0.57348 0.201 0.130 -0.039
H -1.02948 -1.50250 -2.90796 -0.009 0.245 0.258
H 0.24091 2.19490 1.58351 0.470 -0.168 -0.040
H -0.65039 1.87275 -1.99729 0.632 -0.142 -0.610
H -1.41852 -0.10328 1.79191 -0.099 -0.115 0.057
H 0.13846 0.03040 2.60287 -0.055 0.108 0.073
H -0.40445 -1.54928 2.08145 -0.118 -0.018 -0.049
H 1.67189 -0.99112 -0.91908 0.574 0.359 0.045
H 1.68128 -1.84361 0.71841 -0.227 -0.378 -0.044
```
Positions in Å, forces in eV/Å.

The structure (SMILES) is [H]/N=C(/C=N/O)C(=C)C. Its HOMO-LUMO gap is 8.71 eV. The calculation puts the largest force on an atom at 0.07478 hartree/bohr. Its charge is 0. The calculation puts the highest occupied orbital energy at -8.63 eV. The spin multiplicity is 1. Its calculated total energy is -10338.05026 eV. The value obtained for the energy relative to the best compared isomer or geometry (same formula, charge and spin) is 451.2 kJ/mol.

Here are the Mulliken charges for atoms 1 to 4, given in e: atom 1 (C): -1.437, atom 2 (C): 0.282, atom 3 (C): 1.054, atom 4 (C): -0.306

(6)
Entry from the OMol25 dataset: C5H8N2O in the gas phase (ωB97M-V with the def2-TZVPD basis set).

XYZ file:
```
16
Properties=species:S:1:pos:R:3:forces:R:3
C 0.28476 1.41242 0.76303 -1.282 -0.462 1.118
C -0.17850 0.01869 0.29713 -2.076 1.839 -0.930
C 0.67400 -0.99151 0.38205 0.947 1.129 0.755
C 0.18495 -2.75121 -1.02983 -1.064 -4.365 -1.731
C -0.23090 -2.15004 -2.11973 -0.996 4.049 0.216
H 0.09737 3.60375 2.20950 -0.238 -0.171 -1.667
H -1.33928 4.02327 1.40924 3.048 -0.730 -0.739
H 1.18549 1.36231 1.44544 -0.646 0.556 -0.811
H -1.26282 0.01832 -0.08956 1.945 -0.258 0.501
H 1.59697 -0.70490 0.83526 0.792 -0.067 0.277
H 0.04817 -3.90670 -1.08694 0.928 2.001 0.680
H -0.52075 -2.73591 -3.00241 -0.003 0.569 0.622
H -0.41249 -0.95258 -1.99834 0.704 -3.099 -1.139
N -0.30440 3.65125 1.22072 -2.478 0.886 2.424
N -0.53157 2.41623 0.65808 0.980 -2.209 -0.331
O 0.70900 -2.31342 0.10635 -0.562 0.333 0.754
```
Positions in Å, forces in eV/Å.

The structure (SMILES) is C=CO/C=C/C=N/N. Its HOMO-LUMO gap is 9.48 eV. The calculation puts the largest force on an atom at 0.09363 hartree/bohr. Its charge is 0. The calculation puts the highest occupied orbital energy at -8.54 eV. The spin multiplicity is 1. Its calculated total energy is -10338.11039 eV. The value obtained for the energy relative to the best compared isomer or geometry (same formula, charge and spin) is 445.3 kJ/mol.

Here are the Mulliken charges for atoms 1 to 4, given in e: atom 1 (C): -0.148, atom 2 (C): -0.146, atom 3 (C): -0.216, atom 4 (C): 0.146

(7)
Entry from the OMol25 dataset: C5H8N2O in the gas phase (ωB97M-V with the def2-TZVPD basis set).

XYZ file:
```
16
Properties=species:S:1:pos:R:3:forces:R:3
C 0.39837 0.22680 1.43575 -1.681 -2.233 2.711
C 0.94253 -1.21448 0.82042 1.805 -1.015 -1.080
C 0.29654 -0.84186 -0.57340 0.559 1.754 2.485
C 0.29852 1.11066 -1.84064 1.733 -0.219 1.743
C -0.68709 0.05483 0.33842 -0.414 0.423 -1.255
H 0.93256 1.18609 1.66576 0.050 -1.141 -1.313
H -0.15907 0.05518 2.49666 1.422 0.166 -2.250
H 2.00870 -1.83076 0.80001 -2.073 2.598 0.143
H 0.33655 -2.06526 1.17698 -0.280 0.748 0.328
H -0.06729 -1.66399 -1.21483 0.260 0.720 0.013
H 0.80186 1.57849 -2.64482 0.243 0.430 -0.878
H -2.52752 0.89482 -0.21498 3.575 1.508 -1.469
H -1.56178 -0.45863 0.65275 0.136 -1.761 1.210
N -0.74811 1.65277 -1.39616 -2.934 -0.343 -0.034
N -1.42971 1.14955 -0.25077 0.245 -0.448 -0.124
O 1.16493 0.16577 -1.25116 -2.647 -1.186 -0.228
```
Positions in Å, forces in eV/Å.

The structure (SMILES) is C1=NN[C@@H]2CC[C@@H]2O1. Its HOMO-LUMO gap is 9.43 eV. The calculation puts the largest force on an atom at 0.08069 hartree/bohr. Its charge is 0. The calculation puts the highest occupied orbital energy at -8.73 eV. The spin multiplicity is 1. Its calculated total energy is -10337.74483 eV. The value obtained for the energy relative to the best compared isomer or geometry (same formula, charge and spin) is 480.6 kJ/mol.

Here are the Mulliken charges for atoms 1 to 4, given in e: atom 1 (C): -0.570, atom 2 (C): -0.573, atom 3 (C): -0.133, atom 4 (C): -0.042

(8)
Entry from the OMol25 dataset: a molecular structure, C5H8N2O2 (ωB97M-V with the def2-TZVPD basis set).

XYZ file:
```
17
Properties=species:S:1:pos:R:3:forces:R:3
C -1.31605 2.73194 0.34862 1.228 3.916 -1.977
C -1.28295 -0.77228 0.92007 2.917 -1.502 0.485
C 0.00167 -1.48795 0.36497 -1.702 -0.169 -1.362
C 1.44168 -0.92230 0.62673 -3.186 1.708 1.732
C 1.37130 -0.66937 -0.83779 0.696 -0.828 0.678
H -1.70006 2.94553 1.36025 0.013 0.041 -0.688
H -2.08170 3.07253 -0.54306 1.569 -1.157 2.303
H -0.29523 3.46758 0.14090 -3.017 -1.898 0.738
H -0.61769 1.09148 -0.56440 1.497 -0.304 -2.889
H -1.72213 -1.44168 1.65758 -1.085 0.552 -0.216
H -0.07910 -2.61574 0.29034 -0.070 1.323 0.451
H 1.08835 0.09631 1.15565 1.977 -2.078 -0.697
H 2.18904 -1.60852 1.05400 -0.245 0.859 -0.107
N -0.80244 1.41086 0.32090 0.452 -0.057 0.187
N -1.53173 0.46507 0.87443 -2.390 -1.041 2.897
O 2.19398 -0.43453 -1.62806 1.556 0.990 -2.000
O 0.08899 -0.99287 -1.05370 -0.209 -0.354 0.464
```
Positions in Å, forces in eV/Å.

Its HOMO-LUMO gap is 9.82 eV. The calculation puts the largest force on an atom at 0.08860 hartree/bohr. Its charge is 0. The calculation puts the highest occupied orbital energy at -9.02 eV. The spin multiplicity is 1. Its calculated total energy is -12386.12794 eV. The value obtained for the energy relative to the best compared isomer or geometry (same formula, charge and spin) is 463.9 kJ/mol.

Here are the Mulliken charges for atoms 1 to 4, given in e: atom 1 (C): -0.717, atom 2 (C): -0.316, atom 3 (C): 0.122, atom 4 (C): -0.412